ORCA calculation (the ωB97M-V functional and the def2-TZVPD basis) on a cluster of 17 separate species, C69H167N5O29 in total.

Structure (XYZ):
```
270
Properties=species:S:1:pos:R:3:forces:R:3
H -14.6099 26.0787 -11.5628 0.0280 -0.1257 -0.1026
H -12.4042 29.4017 -2.2148 0.4819 -0.1199 -2.1764
H -16.9757 30.5634 -13.3752 0.2143 -0.0044 -0.5784
H -23.9914 17.6043 -6.0692 0.3364 -0.3857 0.0969
O -14.6103 22.8102 -0.6129 -0.0860 -0.0506 -0.3145
H -21.4775 25.4068 -7.2054 0.5202 -0.1110 -0.3543
H -18.1622 16.9829 -6.6899 -0.3905 -0.0104 0.1532
H -11.6182 24.2439 -7.8549 -0.1209 -0.1501 0.2296
H -14.5080 21.9200 -3.3288 0.2575 -0.5362 0.5265
H -18.1679 32.2081 -2.7186 0.6776 -0.1791 -0.1966
H -19.3429 25.6796 -3.9692 -0.0956 -0.1203 -0.1427
H -17.1124 26.8690 -2.7741 -1.0881 -0.1455 0.2344
C -15.4775 22.3137 0.3905 0.7795 0.0685 2.1460
C -21.7223 31.7144 -9.1800 0.6457 -0.0488 1.9567
H -14.4278 28.3445 -2.2875 -0.0591 0.0304 0.0631
C -13.5796 21.8395 -3.8943 1.3077 0.7976 0.8051
H -15.8909 30.9443 -12.1176 0.0157 -0.2503 0.5133
H -19.0644 24.8853 2.3868 0.3126 -0.7355 0.0217
H -17.7119 27.7839 -13.0851 -0.4460 -0.2250 -0.5754
H -19.1960 29.4967 3.6918 0.3511 -0.1278 0.2967
H -17.3185 23.3483 -0.0909 0.2994 0.4777 0.0281
C -17.2641 31.1532 -4.4496 0.8819 -0.0147 1.1403
C -23.1564 18.2556 -5.8107 -0.2738 1.3524 -1.4584
O -11.3491 28.6875 -4.5204 -0.8927 -0.4868 -0.7720
C -16.3678 17.3662 -7.1031 1.5602 1.0380 -0.7575
H -14.6620 21.4683 -5.6517 0.3973 -0.3788 -0.5134
H -15.2010 17.9329 -2.9241 0.3020 -0.0802 -0.1976
H -18.2290 25.9330 -7.7987 0.6600 0.4203 -0.1344
C -13.2038 29.9189 2.0783 -0.8199 -1.2323 -1.4708
H -18.8575 26.4384 -6.2758 -0.0402 0.3277 0.1471
H -15.1533 29.7247 1.0350 0.1589 0.2515 -0.3211
O -18.6146 22.6827 -10.4933 0.6644 0.3086 0.0574
H -15.9749 25.6029 -6.7510 0.2351 -0.1210 0.2120
H -19.9536 30.6150 -4.1904 0.1912 0.0647 -0.2548
C -9.9051 23.6530 -7.0773 -0.9724 -0.5490 -0.7964
C -16.3526 30.0916 -12.6155 0.6031 -0.1999 -2.3447
C -19.4901 24.6024 -4.0482 -0.0816 -0.7610 -0.4109
H -18.3701 26.1766 4.4301 -0.3131 -0.2165 0.0071
O -22.4642 27.9146 -9.2157 -1.9878 -0.9422 -0.8815
C -18.4095 31.7924 -3.6969 -2.1276 -0.5595 -0.5368
C -22.0544 25.8499 -8.0172 -0.6648 -0.2997 -1.3956
O -22.7585 23.9825 -2.0220 -0.4280 -0.9179 0.2158
H -18.1161 27.2863 -4.3366 -0.1246 0.1900 0.7677
H -25.1890 18.9910 -10.0238 0.0571 -0.1027 0.1517
H -12.4138 29.1784 2.2040 0.3411 0.2004 0.4001
H -14.5253 28.9078 -8.8943 -0.4489 0.0851 -0.0243
C -16.4131 18.0844 -8.4561 -0.0381 -1.1411 0.6982
H -16.6413 27.1338 2.7666 0.6048 -0.2847 -0.7637
C -12.0072 32.2695 -0.7560 -0.0875 -0.2862 0.0657
H -16.7052 22.3665 -10.3334 -0.3956 0.3541 0.3982
H -18.3063 21.9957 -3.9510 0.0464 -0.2447 -0.1431
C -17.1161 18.5784 -2.2372 -0.6657 -0.1248 0.9549
O -17.4927 30.8981 -5.8127 -0.8703 0.5309 -0.6994
C -14.1037 23.2391 -8.9686 -1.1261 -2.4902 1.0992
H -15.6602 28.3722 -13.8016 -0.3062 -0.3844 0.3303
C -24.4062 20.0940 -7.2047 2.4244 0.0162 0.9226
H -12.3575 22.9909 -5.4586 0.8174 0.8196 -0.2090
O -20.1979 30.2041 -7.8765 -0.2711 0.0229 0.2869
H -18.8420 30.1291 -10.3509 -0.2627 -0.3811 -0.1308
H -19.3851 24.2127 -6.9291 -0.6524 -0.2621 0.7045
C -16.5517 25.7864 -4.5698 0.0053 1.9792 -2.5797
C -12.0903 30.8847 0.0095 0.5173 0.2918 -0.6625
H -14.5030 25.3643 -5.1736 -0.1211 -0.4930 0.0817
H -23.2792 30.6318 -9.5877 -0.1385 0.1525 0.0396
H -26.4697 21.8991 -1.9503 0.3478 0.3367 -0.1105
C -15.2269 29.1899 -13.2256 -0.5766 -0.0747 0.4644
H -25.4372 17.4807 -9.0718 -0.1342 0.1056 -0.4751
H -25.7619 18.4874 -7.1408 0.4764 -0.3381 0.3609
H -12.7192 23.0522 -2.4759 -0.4405 -0.1111 -0.0944
H -14.2544 23.5879 -10.7756 0.0128 0.2613 -0.4209
C -25.3787 19.2279 -7.8429 -1.9155 -1.8746 -1.0416
H -10.1628 30.0941 -0.7639 0.3126 0.1349 0.1591
C -12.6544 31.1710 1.4591 0.4255 -0.2611 -0.5653
C -14.2065 29.1901 1.1120 -0.2623 -1.0645 0.9733
H -15.3500 22.9062 1.2965 -0.0191 0.2837 0.2067
C -16.7056 26.1369 -6.1435 -0.9292 -0.2849 -0.0583
O -18.5159 25.4448 1.8320 0.8059 -1.5815 -0.3766
O -22.2103 24.9500 -9.1726 0.4439 0.7328 1.2775
H -22.4030 32.5460 -8.9980 0.0578 0.2944 0.1816
C -16.8990 22.3470 0.0063 -1.7579 -0.0948 0.5592
H -16.4625 19.1732 -8.4448 0.7251 0.0418 0.2830
H -22.0725 25.9395 -0.0487 0.3570 0.8675 -0.4481
H -17.5648 21.8693 0.7251 0.3962 -0.1793 0.4048
C -15.5396 26.5370 -11.2257 1.3288 0.5639 0.7948
H -16.7265 28.8067 2.9028 -0.5393 0.4207 0.1126
H -17.5722 24.3646 -2.4940 -0.4093 0.3453 0.4003
H -20.8871 32.0885 -9.7721 0.0568 -0.1302 -0.0838
C -17.2178 27.9792 2.3910 1.0003 -1.1157 0.6607
H -16.9819 17.1741 -4.5333 0.1216 0.7551 -0.0302
C -16.1630 17.4757 -2.6926 -0.7083 1.7178 0.5317
H -9.2845 25.1606 -5.6819 -0.0436 0.2076 -0.0984
H -19.3942 19.8496 -10.9304 0.7228 0.4304 0.0436
H -21.9107 25.5560 -9.8543 -0.1735 -0.5270 -0.6883
C -12.8053 27.5644 -0.3087 0.7464 -1.2384 2.2753
H -14.6113 26.7719 -4.2325 -0.3232 0.2543 0.1617
H -21.1869 17.7090 -7.6773 0.7315 -0.6104 0.3124
O -11.2429 24.5638 -5.2367 1.5023 -0.7475 -0.9099
H -23.0475 26.0023 -7.5946 -0.1222 0.2806 -0.0627
H -12.0623 27.4148 -1.0921 0.0029 0.6021 -0.0040
H -16.2572 23.7325 -8.8642 0.2964 0.7406 0.3524
H -10.8355 29.1639 0.5838 0.2967 0.1566 0.2043
H -11.8866 31.4873 2.1651 0.6267 0.2359 -0.4695
H -19.0392 28.9920 -13.2586 0.3264 0.2877 0.1606
H -15.4473 17.7246 -6.6423 -0.2516 0.2650 0.7879
H -22.0740 16.2966 -8.8352 0.1545 -0.0155 -0.9085
H -21.5226 25.3801 1.4212 0.1968 -0.0231 0.3591
C -10.8427 27.8263 -6.7683 -0.8774 -2.8619 -2.2743
O -17.2748 28.2650 -9.6855 0.2962 -0.8220 1.2449
C -23.6388 23.1765 -1.2083 -0.8881 0.3930 0.0541
C -15.6171 22.8614 -8.7247 0.1081 1.9810 -0.5051
C -23.0574 18.3716 -10.5689 1.2418 0.0242 -1.6841
C -18.3894 22.4052 -4.9577 -0.1047 0.3550 0.0908
H -21.1932 27.8010 -7.7137 0.4295 -0.3581 0.5169
H -23.0881 19.4176 -10.8739 0.3310 0.4604 0.9150
O -20.6443 20.9919 -9.6930 0.6887 0.6498 -0.3424
O -16.7232 16.7488 -3.7125 -0.1311 -2.0095 -0.5068
H -18.8897 21.8830 -12.3759 0.3622 0.2907 0.0445
C -19.2937 27.2596 -0.3442 0.5948 1.0828 -2.4117
H -20.8900 32.1465 -7.3057 0.8167 -0.0464 0.3930
H -13.7838 22.3480 -0.4552 0.1355 0.0548 -0.2511
H -17.7787 27.7030 4.8699 0.1394 0.4021 -0.3219
H -14.4027 27.1314 -9.1291 0.1032 0.1785 0.4193
C -21.9961 20.4687 -6.4758 -0.0757 -0.5119 0.1294
H -23.8739 21.6707 -2.7353 0.1507 -0.2809 0.2217
H -17.1350 19.8744 -0.8930 0.3498 0.4239 0.4193
H -22.3142 28.8544 -9.3417 0.9980 0.0568 0.1574
H -24.2822 23.7835 -0.5713 -0.2485 0.4186 -0.2311
C -18.6010 27.2369 4.3270 0.3155 -0.7923 -0.1297
H -19.0022 29.6655 2.0367 -0.4452 -0.3450 -0.7196
H -22.0614 17.9952 -10.8019 0.0023 -0.1119 -0.5138
H -15.5640 17.6292 -8.9659 0.3323 0.7885 -0.3379
C -19.3877 28.9535 2.7664 0.4660 -0.0926 1.3143
H -19.4313 24.1776 -3.0461 -0.1643 -0.0187 0.1819
H -18.8272 30.9135 -11.9027 0.3431 0.5511 0.0925
H -20.8428 20.4597 -11.6450 -0.0324 0.0427 -0.4380
C -21.0838 28.0993 1.3034 -0.2359 1.4499 0.2419
H -16.4807 31.8859 -4.2561 0.5162 0.0723 -0.4936
H -10.4942 28.9756 -4.1920 0.1743 0.1917 -0.6180
H -11.1417 29.9216 -6.1562 -0.2656 0.0878 -0.3617
H -19.0481 28.3201 -0.2893 0.3548 0.0276 -0.2830
H -17.2650 19.4473 -2.8782 0.8668 0.1694 -0.4796
H -15.4434 27.5208 -1.1449 0.4664 -0.3142 0.6552
C -18.0814 25.8185 -6.7248 -0.2455 -0.7078 0.8366
C -18.3677 28.4834 -12.5668 1.7330 -1.1588 0.7786
H -13.3001 26.5997 -0.1962 -0.7946 0.0663 -0.6367
H -16.6619 30.8512 -6.2913 0.0917 0.0266 0.2107
H -21.0905 20.0101 -6.0789 0.1298 -0.0575 -0.1228
H -15.7620 26.0278 -10.2880 -0.3785 -0.0913 -0.1501
H -22.1417 27.9305 1.1022 -0.0016 -0.5531 0.2333
H -22.0194 30.8784 -7.1664 0.0368 -0.5960 -0.0938
H -14.5959 29.6295 -13.9981 -0.0199 0.7587 0.2494
O -12.9997 22.7014 -6.1107 0.8067 -1.2291 -0.3758
N -13.0575 30.0560 -0.7889 -1.8965 0.4123 3.6937
H -12.3885 27.5681 0.6984 1.3396 -0.0226 -0.1319
H -20.6138 24.9419 0.0055 0.0626 -0.0301 -0.1562
H -13.0379 20.8944 -3.8564 -0.6659 -0.3934 -0.0273
H -23.4474 18.7631 -4.8910 0.2364 0.0695 0.0354
H -17.6206 22.0313 -5.6339 0.7341 0.2589 0.5103
H -23.1365 22.5566 -0.4656 0.5620 -0.3144 -0.3963
H -16.7814 28.7094 -8.9922 -0.6782 -0.2717 1.0064
H -16.3143 26.3330 -11.9649 -0.0619 0.4834 0.0471
H -19.2393 21.9814 -5.4927 -0.7250 0.3648 0.4845
C -11.5721 28.9404 -5.9558 2.0933 -0.2416 0.6471
N -16.4834 28.7335 -10.7147 -0.9906 2.6041 -1.7856
H -19.4907 27.4979 4.9000 -0.2158 -0.2603 -0.2855
H -16.4046 22.2635 -1.6254 0.2100 -0.5629 -2.1187
O -10.8564 27.8501 -8.2570 -0.4378 2.7297 0.3778
C -15.2197 28.0686 -10.8691 0.3196 -2.3649 -2.4391
H -13.5499 23.6194 -8.1103 -0.5482 -0.1526 0.1399
H -24.9653 22.9664 -2.9420 0.4646 0.6566 0.0786
H -18.2405 18.2357 -8.8746 -0.4086 -0.0851 -0.2348
C -20.0318 20.7328 -10.9700 -1.3141 1.2121 0.2801
O -12.5490 22.7734 -3.3786 -0.6930 -0.2658 -0.5341
H -16.1131 16.3304 -7.3276 -0.6802 -0.3751 0.1925
C -15.0535 25.7804 -4.3298 0.7761 -0.1353 0.3096
H -13.9044 29.5596 -11.5903 0.2730 0.2554 -0.2671
C -18.6324 27.6425 2.8349 0.8669 0.5785 -0.8222
H -12.6537 28.9451 -6.0905 0.2348 -0.1429 -0.1367
H -13.5513 28.0552 -12.4329 -0.1797 -0.3672 0.4363
H -20.2144 22.8361 -11.7150 -0.4344 -0.2917 -0.0251
H -15.6292 29.2096 -1.3279 0.1965 0.3909 -0.0310
H -18.9458 27.8699 -11.8759 -0.1697 0.1519 0.0790
H -16.4544 27.8356 -3.9340 -0.1747 0.1916 -0.5747
O -13.0053 30.1480 -2.1565 1.4134 -0.6581 -0.1433
C -14.8653 28.4329 -1.2931 0.0100 0.7062 0.4473
O -22.3797 30.7369 -9.9063 -0.3276 -1.1181 -0.8375
C -20.1701 26.9555 0.7724 -0.7329 -1.2516 2.6782
O -21.1514 18.5302 -8.1731 1.1785 -1.2422 -0.1652
C -9.8776 24.2462 -5.6952 -0.7937 1.0313 0.2707
O -13.8973 24.0627 -10.0216 -0.1254 1.9356 -1.8781
H -23.7230 15.8857 -9.3780 0.0273 -0.0651 0.2886
H -10.2464 22.6181 -7.0544 -0.3966 -0.1164 0.3270
H -16.9114 30.2077 -4.0374 -0.2463 0.0239 0.7195
C -18.1775 30.5028 -11.1299 -0.1642 -1.2020 0.9915
O -25.6149 21.6001 -1.6318 0.7759 -0.3398 0.9981
C -13.6990 28.7603 -0.2647 -1.0636 2.6923 -2.7615
C -17.3528 29.3466 -11.7621 0.5868 1.5308 1.0581
N -17.0663 24.4550 -4.3190 -0.6298 -0.7010 -3.1073
C -14.3579 28.6909 -12.0675 -1.5338 0.6511 0.7942
H -19.3600 30.6095 -8.1114 0.1481 0.0037 0.0277
H -11.4875 32.3329 -1.7120 0.6385 -0.7271 0.1958
H -13.2748 28.2580 -9.8614 -0.0038 -0.1827 -0.1849
O -17.0432 21.6755 -1.2154 -0.0691 0.6294 -0.3268
H -19.7582 27.0703 -1.3120 -0.1182 0.2145 -0.2431
C -18.4006 23.9472 -4.9234 0.9245 1.2057 -0.1752
H -14.4746 28.2201 1.5307 -0.2141 -0.0514 0.7030
H -11.4002 26.8927 -6.6934 -0.2270 -0.0032 1.3755
C -19.4330 22.1199 -11.4611 -0.7256 -2.1534 -0.2187
H -24.8131 20.3791 -6.2345 0.2618 0.0242 0.2749
H -20.6156 27.0992 -9.1767 0.2805 -0.7633 -0.0306
H -26.3180 19.7661 -7.9703 -0.0049 0.3034 -0.7581
H -11.2460 25.0633 -4.4169 0.3019 -0.0616 0.0743
H -20.9230 29.0360 0.7696 0.3445 -0.1638 -0.7178
C -21.4981 27.1586 -8.5397 0.5480 1.8902 1.4349
C -23.1293 16.5587 -8.7593 0.4224 1.1701 -0.1292
H -18.1437 18.2195 -2.1782 -0.0976 -0.7930 -0.0891
C -20.8223 28.6237 2.7429 -1.0591 0.0370 -1.3061
H -12.9878 32.5933 -1.1048 -0.4178 -0.2108 0.6081
O -16.1033 21.9680 -9.7006 1.2046 -1.4510 0.1863
C -18.4372 24.3916 -6.4216 -0.2797 -0.7791 0.2320
H -18.3728 26.6764 -0.3351 -0.0590 -0.1035 0.1373
H -20.4954 24.3894 -4.4116 -0.0589 0.0161 -0.0162
H -13.6956 22.2856 -9.3039 0.4483 -0.6176 0.8626
H -13.6191 30.1546 3.0581 -0.2915 -0.3315 -0.0671
H -13.3574 32.0027 1.5054 -0.4025 -0.1735 -0.5355
H -9.3254 23.5214 -5.0971 -0.3786 -0.1271 0.5656
O -17.5082 17.5631 -6.2933 0.3288 -0.2168 -0.1932
H -11.6089 33.0669 -0.1286 0.0970 -0.1543 0.2234
H -22.3412 21.1264 -5.6780 -0.5948 -0.2873 0.1421
H -23.8184 18.0380 -11.2745 0.1855 -1.1012 0.1320
O -19.5502 30.9654 -3.3929 0.3475 -0.4601 0.3484
N -19.2011 26.5942 1.8911 -2.9563 3.9303 2.1470
H -9.8205 27.5098 -6.5608 0.1599 1.0288 1.0325
H -19.1174 22.5854 -9.6812 -0.0280 0.0030 0.5181
H -20.8091 20.1953 -9.1833 -0.0008 -0.2678 -0.1598
O -16.7487 18.9959 -0.9188 0.0292 -0.1830 -0.4751
H -17.8209 23.6693 -6.9568 0.6609 0.2927 -0.0355
C -24.5152 22.3452 -2.1677 -0.5928 0.1396 -1.1310
H -23.2217 16.4066 -7.6839 -1.0419 -0.0526 -0.0223
N -22.4408 18.9036 -8.2659 -4.7658 2.1215 -0.0889
C -23.0044 19.3547 -6.9629 0.1222 1.7606 0.8708
H -22.5567 24.8200 -1.5984 -0.0971 -0.1450 0.2013
H -18.8483 32.5990 -4.2842 0.5878 0.4511 -0.2925
H -21.3433 29.5641 2.9224 -0.6862 -0.2270 -0.1661
H -22.2010 17.7524 -5.6621 -0.1758 -0.3004 0.0951
H -8.8819 23.5263 -7.4309 0.0953 0.5916 -0.1738
C -10.6418 30.1701 0.2122 -2.3117 1.0217 -0.5915
O -10.6871 24.3495 -8.0635 1.0816 0.2274 0.4205
H -15.1907 21.3061 0.6917 -0.0687 -0.2805 -0.3507
H -17.1222 28.1261 1.3151 -0.0115 -0.1947 0.0701
H -16.6150 27.2001 -6.3657 0.7612 0.2224 0.6282
H -14.8233 25.2262 -3.4199 0.1676 -0.0337 -0.0263
H -10.1290 30.8065 0.9335 0.5000 -0.3410 -0.2274
H -10.6039 27.0300 -8.6876 0.0118 -0.4822 0.8264
C -24.9255 18.4420 -9.1198 0.7509 0.6364 2.2686
C -14.3240 28.1079 -9.6068 -0.1697 -0.4726 -0.2213
H -16.0356 16.8335 -1.8211 0.0834 -0.1954 -0.1347
O -17.5433 17.6313 -9.1396 -1.1971 -0.1568 -0.6492
C -14.0027 22.2464 -5.2673 -1.6368 1.1158 0.1623
H -21.7123 21.1467 -7.2808 -0.0735 -0.2236 -0.2568
H -14.6643 23.1069 -5.1679 -0.5147 0.0398 0.4452
C -21.1347 25.7727 0.4813 0.6057 -0.9564 0.8660
C -17.1762 27.0230 -3.8512 1.0741 -0.8357 0.0677
C -23.3658 18.0796 -9.1482 -0.2757 -0.7348 1.0387
H -21.0829 27.9110 3.5254 0.0122 0.0229 -0.0225
H -17.5295 31.1771 -10.5700 0.0876 0.4907 -0.5876
C -21.1724 31.2023 -7.7712 -1.1907 1.4654 -1.7443
O -16.8493 24.0499 -3.0417 0.2946 -0.7690 1.3291
H -24.2619 21.0392 -7.7279 0.3426 -0.1129 -0.3109
H -15.8039 22.5655 -7.6924 0.1762 -0.7308 -0.0373
```
Forces are in eV/Å.

Results
- Net charge: 0
- Orbital gap: 7.782 eV